(1)
Computed, not measured: a structure of composition C19H43HfN2OP3S, with ωB97M-V/def2-TZVPD.

Each line ends with the Mulliken charge.
Atoms and positions in Å:
Hf1 -0.095215 -0.186599 0.343239  0.653
P1 -2.457102 -1.013503 -0.459442  0.839
P2 1.536374 -1.691911 -1.124907  0.765
P3 -0.008343 1.326284 -1.855170  0.992
H1 0.722026 6.992022 4.216369  0.486
C1 0.014839 7.500418 3.550966  -0.561
C2 -1.311733 7.311909 3.578079  -0.283
H2 -1.824420 6.526500 4.150412  0.284
C3 -3.298162 -1.575440 1.070363  -1.068
C4 -2.614583 -2.438047 -1.579883  -1.268
C5 -3.630721 0.231049 -1.090688  -1.108
C6 3.274639 -1.154745 -0.924696  -1.292
C7 1.612401 -3.385817 -0.479157  -1.189
C8 1.408596 -2.016608 -2.918484  -1.271
C9 -0.837712 2.911576 -1.477554  -1.143
C10 -0.810082 0.863541 -3.431960  -1.050
C11 1.625744 1.889002 -2.448506  -1.316
H3 0.428286 8.292452 2.915805  0.269
H4 -1.929868 8.086339 3.102344  0.285
H5 -3.445850 -0.726299 1.751796  0.385
H6 -2.715930 -2.344395 1.597970  0.175
H7 -4.272952 -1.995042 0.785740  0.516
H8 -2.010387 -3.279738 -1.212447  0.328
H9 -2.266366 -2.178788 -2.589545  0.341
H10 -3.666313 -2.747306 -1.629119  0.509
H11 -3.635064 1.114253 -0.434610  0.304
H12 -4.634390 -0.214055 -1.090802  0.513
H13 -3.376362 0.550515 -2.108682  0.328
H14 3.961012 -1.991602 -1.125323  0.477
H15 3.398994 -0.814036 0.112227  0.341
H16 3.494123 -0.315901 -1.600722  0.363
H17 2.418869 -3.906871 -1.008022  0.610
H18 0.659457 -3.899304 -0.652359  0.340
H19 1.825867 -3.393522 0.594923  0.267
H20 2.104496 -2.823168 -3.194623  0.517
H21 1.646616 -1.125590 -3.514642  0.374
H22 0.384673 -2.337408 -3.154575  0.367
H23 -0.567281 3.633353 -2.260288  0.528
H24 -0.517926 3.288551 -0.496738  0.253
H25 -1.927006 2.775301 -1.445655  0.293
H26 -0.579599 1.633432 -4.183638  0.491
H27 -1.897431 0.797559 -3.318074  0.275
H28 -0.444337 -0.105972 -3.789467  0.250
H29 1.494739 2.839792 -2.984073  0.545
H30 2.093098 1.153959 -3.117175  0.394
H31 2.301849 2.051241 -1.600879  0.324
C12 -0.157191 2.694772 2.279902  1.504
C13 0.999818 2.962758 1.532244  -0.167
C14 1.765325 4.099233 1.801487  -0.890
C15 1.465467 4.887541 2.920776  -0.285
C16 0.371820 4.558210 3.736452  -1.079
C17 -0.463024 3.501008 3.410204  -0.899
S1 -1.297461 1.480091 1.811831  -0.289
H32 1.285891 0.326050 1.347064  -0.350
H33 1.314669 2.270411 0.735981  -0.005
H34 2.573770 4.375490 1.114250  0.512
H35 2.038606 5.786552 3.145604  0.570
H36 0.099068 5.181684 4.588866  0.935
H37 -1.368710 3.287650 3.984122  0.525
C18 -0.786262 -4.343859 2.215488  -0.449
N1 0.067304 -3.516416 3.078951  -0.197
C19 0.365931 -2.243685 2.815102  0.702
N2 1.115740 -1.554771 3.687787  -0.387
O1 -0.040546 -1.674947 1.719543  -0.354
H38 -1.024816 -3.766110 1.314353  -0.059
H39 -1.711714 -4.607799 2.742201  0.313
H40 -0.276369 -5.278098 1.946598  0.327
H41 0.412966 -3.875734 3.970282  0.212
H42 1.360016 -0.586763 3.492507  0.147
H43 1.419498 -2.031826 4.524436  0.228

Forces on atoms 1 to 2 (eV/Å):
Hf 1.088 -2.571 -0.218
P -2.140 -0.366 0.008

Lowest unoccupied orbital energy (alpha / beta): -16.26 / -16.25 eV
HOMO level (alpha / beta): -19.96 / -20.00 eV
Net charge: +4
Relative energy (zero: lowest compared OMol25 entry of this formula, charge and spin): 0.6 kcal per mole
Gap between HOMO and LUMO (alpha / beta): 3.698 / 3.753 eV

---

(2)
Computed, not measured: a structure of composition C45H50N4O4RbS3Se2, with ωB97M-V/def2-TZVPD.

Each line ends with the Mulliken charge.
Atoms and positions in Å:
Rb1 0.880017 0.946675 -2.125991  0.789
O1 -0.778040 -4.806796 -6.504226  -0.605
C1 -0.775172 -3.416467 -6.784139  -1.630
C2 -0.207797 -2.554161 -5.643401  2.987
C3 1.311807 -2.805052 -5.655001  -1.443
O2 2.019997 -2.394610 -4.493882  -0.438
C4 -0.634324 -1.110361 -5.987939  -1.142
Se1 0.402496 0.450599 -5.324420  -0.818
C5 -0.804555 -3.008611 -4.301357  -1.603
Se2 -2.720356 -3.531148 -4.360737  -0.601
H1 -1.469643 -4.906639 -5.820088  0.295
H2 -1.792367 -3.075886 -7.001653  0.476
H3 -0.163498 -3.269201 -7.681430  0.547
H4 1.735877 -2.320900 -6.547737  0.236
H5 1.471399 -3.882377 -5.744910  0.548
H6 1.846213 -1.430098 -4.447495  0.178
H7 -1.672137 -1.004459 -5.665908  0.265
H8 -0.634260 -1.002163 -7.075771  0.467
H9 -0.663286 -2.203823 -3.575015  0.056
H10 -0.233024 -3.859750 -3.928500  0.541
C6 3.891765 1.751948 -4.732064  -0.760
O3 2.972444 2.289640 -3.802256  -0.006
C7 3.003849 3.688472 -3.680077  -0.720
C8 3.946288 4.147852 -2.591876  -0.466
O4 3.404461 3.781055 -1.341083  -0.076
C9 4.300749 4.031244 -0.287145  -0.415
H11 3.805847 2.263303 -5.696060  0.322
H12 3.619247 0.708736 -4.875744  0.135
H13 4.924134 1.828553 -4.368476  0.275
H14 1.991297 4.017248 -3.430346  0.289
H15 3.280830 4.155908 -4.632754  0.405
H16 4.076145 5.239481 -2.642954  0.320
H17 4.934356 3.685002 -2.721698  0.323
H18 4.556754 5.097728 -0.225434  0.349
H19 5.228390 3.458496 -0.410175  0.315
H20 3.818117 3.725385 0.636819  -0.126
N1 -0.241856 2.045562 0.068316  -0.672
S1 0.086584 2.158775 1.466140  1.067
N2 -0.613863 1.258536 2.667729  0.191
S2 -1.158292 -0.176807 2.739145  0.693
N3 -1.588080 -1.100461 1.631524  0.055
S3 -0.934794 -1.530862 0.090036  1.571
N4 0.334692 -1.009190 -0.354265  -1.016
C10 -1.002778 -3.307724 0.280451  0.357
C11 -0.165756 -3.880744 1.230101  -0.243
C12 -0.054272 -5.257761 1.289214  -0.855
C13 -0.752157 -6.049390 0.379458  -0.589
C14 -1.540301 -5.459459 -0.593679  -0.814
C15 -1.672112 -4.075426 -0.653901  -0.228
C16 -2.449580 -1.181019 -0.805839  0.750
C17 -2.395473 -0.487020 -1.997214  0.469
C18 -3.575309 -0.228539 -2.687795  -0.674
C19 -4.785856 -0.667242 -2.190308  -0.644
C20 -4.828432 -1.392025 -1.003406  -0.990
C21 -3.662819 -1.652636 -0.310495  -0.548
C22 -2.643699 0.043100 3.703671  0.343
C23 -3.868788 -0.192014 3.109053  -0.704
C24 -5.022204 0.054416 3.843308  -0.669
C25 -4.934943 0.519202 5.146365  -0.512
C26 -3.692970 0.750478 5.727381  -0.797
C27 -2.535900 0.517137 5.003330  -0.523
C28 -0.118480 -1.050966 3.907767  0.353
C29 -0.569627 -2.285459 4.359448  -0.664
C30 0.203569 -2.996054 5.260828  -0.728
C31 1.417822 -2.476028 5.696217  -0.531
C32 1.851086 -1.238864 5.245879  -0.665
C33 1.072937 -0.509553 4.355092  -0.069
C34 1.817539 1.892538 1.912517  0.840
C35 2.450173 0.853849 1.243011  -0.161
C36 3.764180 0.544009 1.564076  -1.035
C37 4.434139 1.261502 2.546902  -0.714
C38 3.788293 2.292197 3.216864  -0.837
C39 2.473767 2.613103 2.901773  -0.458
C40 -0.215325 3.764969 2.224136  -0.182
C41 0.241006 4.837924 1.468514  -0.270
C42 0.030434 6.129307 1.924081  -0.787
C43 -0.646611 6.343199 3.118722  -0.465
C44 -1.112835 5.265798 3.857337  -0.721
C45 -0.894523 3.967098 3.413933  -0.170
H21 0.421949 -3.252494 1.884699  0.630
H22 0.595460 -5.715977 2.025094  0.419
H23 -0.651573 -7.127124 0.416908  0.373
H24 -2.048952 -6.049759 -1.345301  0.493
H25 -2.265636 -3.652827 -1.466612  0.113
H26 -1.480843 -0.148980 -2.459667  -0.861
H27 -3.517789 0.286042 -3.637032  0.404
H28 -5.696502 -0.487458 -2.746531  0.394
H29 -5.769967 -1.776339 -0.631361  0.428
H30 -3.685630 -2.245630 0.595078  0.775
H31 -3.910842 -0.551047 2.089706  0.470
H32 -5.988512 -0.120435 3.389311  0.461
H33 -5.837141 0.703321 5.715080  0.401
H34 -3.626833 1.112207 6.745083  0.413
H35 -1.562366 0.695828 5.442838  0.446
H36 -1.505651 -2.687871 3.993010  0.466
H37 -0.135213 -3.961336 5.613219  0.448
H38 2.025660 -3.040650 6.391407  0.386
H39 2.795068 -0.831978 5.583993  0.466
H40 1.389719 0.462486 4.009857  0.454
H41 1.897402 0.255989 0.523510  0.279
H42 4.257968 -0.269974 1.049265  0.588
H43 5.459887 1.016804 2.791962  0.446
H44 4.307240 2.854252 3.983265  0.459
H45 1.970770 3.414726 3.427534  0.434
H46 0.740933 4.653311 0.524493  0.545
H47 0.383572 6.969482 1.340469  0.435
H48 -0.818572 7.353105 3.468553  0.378
H49 -1.651670 5.432794 4.781273  0.432
H50 -1.254543 3.117256 3.976401  0.402

Forces on atoms 1 to 2 (eV/Å):
Rb 0.571 0.261 -0.738
O 0.155 -0.005 -0.137

Lowest unoccupied orbital energy: 1.48 eV
HOMO level: -2.72 eV
Net charge: -1
Relative energy (zero: lowest compared OMol25 entry of this formula, charge and spin): 14.8 kcal per mole
Gap between HOMO and LUMO: 4.201 eV

---

(3)
Computed, not measured: the molecule C7H15N3OS2, with ωB97M-V/def2-TZVPD.

Each line ends with the Mulliken charge.
Atoms and positions in Å:
C1 0.064989 2.434532 -0.831028  0.317
C2 -1.989522 -0.768290 -0.350546  0.387
C3 2.860343 -1.762535 0.009072  -1.126
C4 -0.158308 2.107913 1.660437  -1.611
C5 1.408415 -1.848758 0.538039  -0.255
C6 0.415237 -1.233026 -0.129607  -0.178
C7 -0.646287 2.004856 0.249840  0.588
N1 -3.158654 -1.174149 0.248055  -0.506
N2 -1.939149 -1.084575 -1.663824  -0.411
N3 -0.867019 -1.257091 0.335732  -0.026
O1 -0.499870 2.173088 -2.029084  -0.530
S1 1.680574 3.085140 -0.580814  -0.198
S2 -2.288809 1.452377 -0.105110  -0.469
H1 2.862166 -1.342292 -1.059079  0.286
H2 3.314872 -2.728664 0.105878  0.349
H3 3.576187 -1.008135 0.532993  0.224
H4 -1.089855 2.382074 2.277635  0.293
H5 0.555646 2.819617 1.884176  0.625
H6 0.142193 1.065425 2.005429  0.258
H7 1.974439 2.069878 0.309260  0.129
H8 1.246023 -2.526154 1.406503  0.312
H9 0.600420 -0.607169 -0.964412  0.275
H10 -3.415525 -0.854857 1.194729  0.199
H11 -3.924813 -1.534999 -0.277438  0.158
H12 -2.768903 -0.937415 -2.220577  0.177
H13 -1.152799 -1.451950 -2.148750  0.141
H14 -1.072896 -1.866457 1.178459  0.242
H15 -1.454957 2.404413 -1.979133  0.352

Forces on atoms 1 to 2 (eV/Å):
C 0.748 -0.177 -1.440
C 0.988 -2.806 0.807

Lowest unoccupied orbital energy (alpha / beta): 0.60 / -1.85 eV
HOMO level (alpha / beta): -4.33 / -7.77 eV
Expectation value of S²: 2.0111
Gap between HOMO and LUMO (alpha / beta): 4.927 / 5.927 eV
2S+1: 3

---

(4)
Computed, not measured: the molecule C18H14N2O3, with ωB97M-V/def2-TZVPD.

Each line ends with the Mulliken charge.
Atoms and positions in Å:
O1 -4.522549 -0.178032 1.392940  -0.665
C1 -3.496343 -0.263795 0.756714  0.320
C2 -2.813257 -1.609797 0.505635  -0.447
O2 -1.422062 -1.527047 0.782271  -0.283
C3 -0.567683 -1.913409 -0.176802  0.419
O3 -0.909322 -2.385908 -1.231827  -0.617
C4 0.838438 -1.652402 0.206122  0.403
C5 1.210989 -1.252107 1.486623  -0.055
C6 2.546490 -0.986540 1.731096  -0.561
C7 3.450487 -1.128289 0.687794  -0.295
N1 3.105294 -1.511830 -0.530654  -0.653
C8 1.834992 -1.769790 -0.764113  -0.329
N2 -2.872555 0.820596 0.248099  -0.107
C9 -1.746949 0.845752 -0.615683  -0.587
C10 -1.868240 0.406999 -1.909231  -0.194
C11 -0.762516 0.418589 -2.771051  -0.760
C12 0.448484 0.873278 -2.333264  -0.756
C13 0.609260 1.336321 -1.010335  0.995
C14 1.854521 1.790502 -0.528200  -0.891
C15 1.993913 2.209761 0.764708  -0.577
C16 0.894138 2.194543 1.635546  -0.718
C17 -0.328320 1.765035 1.199960  -0.683
C18 -0.503653 1.328602 -0.129192  1.158
H1 -3.262757 -2.345606 1.178568  0.349
H2 -2.959193 -1.930529 -0.532953  0.355
H3 0.467525 -1.155582 2.262534  0.497
H4 2.879817 -0.675138 2.708571  0.437
H5 4.504453 -0.928615 0.830308  0.392
H6 1.575798 -2.079322 -1.767449  0.518
H7 -3.281915 1.711265 0.502514  0.284
H8 -2.821458 0.044616 -2.264491  0.503
H9 -0.882721 0.059168 -3.781071  0.392
H10 1.306090 0.878127 -2.989304  0.407
H11 2.698673 1.791438 -1.201978  0.400
H12 2.952076 2.552406 1.126271  0.437
H13 1.021138 2.523979 2.656213  0.422
H14 -1.171082 1.742748 1.875103  0.492

Forces on atoms 1 to 2 (eV/Å):
O -0.253 -0.143 0.107
C 0.261 -0.438 0.112

Lowest unoccupied orbital energy: 0.04 eV
HOMO level: -8.56 eV
Structure (SMILES): O=C(COC(=O)c1cccnc1)Nc1cccc2ccccc12
Relative energy (zero: lowest compared OMol25 entry of this formula, charge and spin): 4.1 kcal per mole
Gap between HOMO and LUMO: 8.602 eV

---

(5)
Computed, not measured: a structure of composition C29H36N2O2P2S4Zr, with ωB97M-V/def2-TZVPD.

Each line ends with the Mulliken charge.
Atoms and positions in Å:
Zr1 -1.265283 0.879913 -1.183330  -1.060
C1 2.923917 2.271913 -0.705430  -1.655
P1 1.394317 1.318913 -1.044130  1.182
C2 1.522317 0.168313 0.397670  0.067
N1 2.521017 -0.672787 0.415870  0.063
C3 2.722717 -1.435887 1.504770  0.154
C4 3.782417 -2.360687 1.542470  -0.546
C5 3.991817 -3.090887 2.681170  -0.614
C6 3.157717 -2.940887 3.805570  -0.615
C7 2.109417 -2.058487 3.796370  -0.431
C8 1.863417 -1.291087 2.642670  0.177
N2 0.807517 -0.457187 2.579170  -0.226
C9 0.625617 0.266313 1.503170  0.121
P2 -0.993283 1.130713 1.394870  1.728
C10 -1.949283 0.302113 2.700670  -1.653
C11 -0.881483 2.947713 1.897870  1.656
C12 -0.217683 3.134313 3.257570  -1.787
C13 -2.325283 3.450713 1.892170  -1.642
C14 -0.116283 3.675413 0.790570  -1.351
C15 1.863317 0.395413 -2.635630  1.758
C16 1.891817 1.495413 -3.704930  -1.826
C17 3.197317 -0.342887 -2.583130  -1.773
C18 0.734417 -0.592387 -2.957030  -1.854
H1 3.766717 1.579913 -0.747530  0.412
H2 2.895817 2.721513 0.286270  0.448
H3 3.039817 3.061213 -1.446030  0.460
H4 4.415817 -2.459887 0.674770  0.545
H5 4.809717 -3.793587 2.723170  0.461
H6 3.357817 -3.533987 4.685770  0.454
H7 1.471117 -1.923487 4.653870  0.515
H8 -1.390783 0.338913 3.638070  0.460
H9 -2.107183 -0.737387 2.411670  0.355
H10 -2.919783 0.785013 2.809570  0.399
H11 -0.832983 2.719213 4.051770  0.412
H12 -0.090083 4.195613 3.462070  0.489
H13 0.764017 2.662213 3.295370  0.345
H14 -2.910283 3.047013 2.713370  0.362
H15 -2.814483 3.190113 0.948870  0.210
H16 -2.332483 4.533813 1.988170  0.528
H17 0.923817 3.349313 0.768570  0.069
H18 -0.119883 4.748113 0.986770  0.688
H19 -0.584483 3.509313 -0.198530  0.255
H20 2.737217 2.163813 -3.559530  0.397
H21 0.972317 2.090413 -3.699830  0.328
H22 1.998517 1.051213 -4.691930  0.500
H23 4.029717 0.352613 -2.538830  0.420
H24 3.318017 -0.933887 -3.488730  0.507
H25 3.244717 -1.011787 -1.726630  0.311
H26 -0.243383 -0.057887 -3.025330  0.270
H27 0.708817 -1.395487 -2.209630  0.381
H28 0.921717 -1.046087 -3.932430  0.736
O1 -5.576483 5.954213 -1.326030  -0.461
C19 -4.941983 4.966513 -1.463830  0.631
S1 -3.569183 4.813813 -2.595430  -0.086
C20 -3.136583 3.169813 -2.166330  0.491
C21 -3.908783 2.540113 -1.226730  -0.035
S2 -3.700383 0.899213 -0.673430  -0.406
S3 -5.240583 3.464613 -0.548730  -0.074
S4 -1.785183 2.464613 -2.999930  -0.525
C22 -2.586683 -1.983687 -2.453430  -1.705
C23 -1.702783 -2.101287 -1.248230  0.982
O2 -1.219083 -1.036487 -0.735930  0.174
C24 -1.324183 -3.377387 -0.707330  0.508
C25 -1.608083 -4.593587 -1.358130  -0.514
C26 -1.133383 -5.779587 -0.840730  -0.928
C27 -0.387083 -5.791487 0.331670  -0.484
C28 -0.114783 -4.600087 0.997570  -0.806
C29 -0.570083 -3.408387 0.486470  0.241
H29 -2.708183 -0.924587 -2.745930  0.342
H30 -3.575283 -2.400787 -2.244530  0.477
H31 -2.181383 -2.554387 -3.291630  0.465
H32 -2.166883 -4.604387 -2.279530  0.459
H33 -1.333583 -6.704487 -1.356530  0.433
H34 -0.014483 -6.723887 0.721870  0.450
H35 0.457317 -4.612787 1.910770  0.496
H36 -0.362583 -2.475487 0.991870  0.287

Forces on atoms 1 to 2 (eV/Å):
Zr -1.456 2.248 -0.205
C -0.318 0.455 -0.076

Lowest unoccupied orbital energy: -7.53 eV
HOMO level: -12.92 eV
Net charge: +2
Relative energy (zero: lowest compared OMol25 entry of this formula, charge and spin): 23.1 kcal per mole
Gap between HOMO and LUMO: 5.398 eV